[1]
Density functional theory data (wB97M-V/def2-TZVPD) for 2 unconnected molecules or ions with the total composition C2H3FNO2 at a distorted geometry.

Output
* relative energy (zero: lowest compared OMol25 entry of this formula, charge and spin): 33.7 kJ/mol
* LUMO: 4.17 eV
* net charge: -1
* HOMO: -5.3 eV

Last column: natural (NBO) charge in e.
Geometry (Å):
C 1.747 -0.348 0.340  1.029
C -1.726 0.562 -0.514  -0.078
N -1.518 -0.487 0.192  -0.598
O 1.675 0.508 -0.475  -0.709
O 1.147 -1.342 0.763  -0.754
F 3.082 -0.206 1.094  -0.541
H -2.826 0.721 -0.872  0.112
H -1.008 1.203 -0.954  0.162
H -0.572 -0.610 0.428  0.376

Force components x, y, z for each atom (eV/Å):
C 1.5 -2.3 2.2
C -2.7 -2.3 0.1
N -2.4 2.0 -1.1
O -0.9 1.4 -1.5
O 0.3 1.1 -0.5
F -0.5 -0.1 -0.1
H 1.7 0.0 0.7
H 1.1 0.7 -0.1
H 2.0 -0.4 0.3


[2]
Density functional theory data (wB97M-V/def2-TZVPD) for a molecular structure, C48H48BaN12O3PS2 at a distorted geometry.

Output
* relative energy (zero: lowest compared OMol25 entry of this formula, charge and spin): 0.0 kJ/mol
* LUMO (alpha / beta): -0.81 / -0.81 eV
* expectation value of S²: 0.776
* HOMO (alpha / beta): -4.4 / -7.7 eV
* 2S+1: 2

Last column: Mulliken spin population.
Geometry (Å):
Ba -0.312 -0.473 -0.439  0.022
C 3.743 -3.204 -2.835  0.134
C 3.168 -2.198 -2.124  -0.049
N 1.949 -1.693 -2.444  0.183
C 1.250 -2.287 -3.428  -0.022
C 1.957 -3.213 -4.265  0.019
N 3.169 -3.644 -3.962  0.036
C -0.123 -1.943 -3.777  0.202
C -0.771 -2.789 -4.721  -0.007
C -2.024 -2.378 -5.208  0.083
C -2.547 -1.151 -4.712  0.103
C -1.863 -0.430 -3.740  -0.028
N -0.639 -0.799 -3.283  0.240
C -2.465 0.782 -3.210  -0.053
C -3.381 1.516 -4.025  0.012
N -3.987 2.606 -3.594  0.004
C -3.783 2.950 -2.346  0.005
C -2.959 2.218 -1.489  0.002
N -2.283 1.136 -1.940  0.004
C -2.826 -3.155 -6.198  -0.023
C -4.190 -2.963 -6.421  0.041
C -4.868 -3.874 -7.272  -0.015
N -4.282 -4.966 -7.735  0.028
C -2.976 -5.187 -7.562  -0.005
C -2.214 -4.301 -6.798  0.022
H 4.699 -3.659 -2.522  0.012
H 3.686 -1.719 -1.279  -0.001
H 1.538 -3.469 -5.216  0.006
H -0.394 -3.776 -4.956  -0.017
H -3.517 -0.796 -5.036  0.046
H -3.534 1.220 -5.041  0.005
H -4.317 3.856 -2.039  0.001
H -2.754 2.523 -0.459  0.001
H -4.750 -2.188 -5.894  0.009
H -5.941 -3.753 -7.488  0.000
H -2.563 -6.065 -8.070  0.000
H -1.145 -4.495 -6.662  0.004
C -7.260 -3.106 1.341  0.000
C -5.949 -2.442 1.693  0.000
O -4.931 -2.815 0.724  0.000
P -4.110 -1.611 0.048  -0.002
S -3.153 -2.537 -1.395  0.001
S -3.030 -0.583 1.384  0.000
O -5.267 -0.644 -0.534  0.001
C -6.194 -1.173 -1.540  -0.009
C -7.143 -0.051 -1.841  -0.001
H -7.938 -3.188 2.204  0.000
H -7.085 -4.115 0.949  0.000
H -7.799 -2.603 0.512  0.000
H -5.572 -2.769 2.661  0.000
H -6.037 -1.339 1.719  0.000
H -6.731 -2.077 -1.200  0.001
H -5.600 -1.514 -2.386  0.007
H -7.719 0.234 -0.937  0.000
H -7.865 -0.322 -2.612  0.000
H -6.637 0.845 -2.203  0.000
C 9.187 8.719 5.979  0.000
O 7.881 8.357 6.478  0.000
C 7.086 7.534 5.761  0.000
C 5.922 7.043 6.380  0.000
C 5.058 6.162 5.772  -0.001
C 5.361 5.682 4.489  0.001
C 6.556 6.149 3.845  -0.001
C 7.393 7.082 4.432  0.001
C 4.441 4.795 3.793  -0.001
N 4.625 4.462 2.510  0.000
C 3.545 3.720 2.174  -0.001
C 2.668 3.599 3.275  0.001
N 3.319 4.183 4.344  0.000
C 1.363 3.042 3.167  -0.001
C 0.400 3.072 4.184  0.001
C -0.829 2.436 3.927  0.000
C -1.000 1.809 2.694  0.001
N -0.069 1.666 1.773  0.000
C 1.077 2.383 1.912  -0.002
C 2.045 2.434 0.789  0.002
N 1.794 1.751 -0.356  -0.005
C 2.576 2.008 -1.404  -0.002
C 3.689 2.835 -1.399  0.007
C 4.064 3.455 -0.205  0.000
C 3.246 3.196 0.919  0.001
H 9.572 9.448 6.698  0.000
H 9.059 9.214 4.996  0.000
H 9.839 7.829 5.946  0.000
H 5.641 7.404 7.381  0.000
H 4.230 5.772 6.332  0.000
H 6.787 5.731 2.865  0.000
H 8.315 7.310 3.942  0.000
H 3.026 4.325 5.318  0.000
H 0.559 3.674 5.053  0.000
H -1.601 2.397 4.689  0.000
H -1.972 1.365 2.452  0.000
H 2.183 1.604 -2.350  -0.002
H 4.212 3.073 -2.365  0.000
H 4.938 4.132 -0.092  0.000
C -0.023 -4.164 0.191  0.011
C -0.143 -5.535 0.883  0.003
N 0.592 -5.573 2.214  0.000
C 1.969 -5.094 1.935  -0.001
C 1.985 -3.614 1.447  -0.006
N 0.594 -3.107 1.116  -0.009
C -0.180 -3.168 2.410  0.001
C -0.018 -4.547 3.113  0.000
H -1.002 -3.814 -0.149  -0.011
H 0.640 -4.265 -0.667  0.000
H 0.239 -6.356 0.293  0.000
H -1.236 -5.802 1.125  0.000
H 2.391 -5.846 1.244  0.000
H 2.576 -5.175 2.859  0.000
H 2.623 -3.577 0.562  0.010
H 2.444 -2.977 2.201  0.000
H -1.249 -3.007 2.224  0.000
H 0.230 -2.379 3.047  0.000
H -0.962 -4.906 3.446  0.000
H 0.609 -4.378 4.009  0.000

Force components x, y, z for each atom (eV/Å):
Ba -0.1 -0.4 -0.6
C 0.9 -0.3 0.7
C -0.7 0.9 0.3
N -0.1 0.4 1.4
C -0.2 -0.6 -0.9
C 1.2 0.4 1.2
N -1.1 -0.5 -1.3
C 1.8 -1.2 -0.5
C -1.9 1.1 0.2
C 0.4 -0.1 -0.2
C 0.3 0.6 0.6
C 0.6 -1.4 -1.1
N -0.9 0.8 0.8
C -1.8 0.7 -0.2
C 1.0 0.0 1.0
N -0.2 -0.7 -1.2
C 0.1 0.6 1.6
C 0.5 -0.1 -0.6
N 0.1 0.7 0.4
C 0.9 -1.5 0.6
C -0.2 -0.4 -0.5
C 0.6 0.3 1.2
N -0.6 -0.3 -1.1
C 0.0 1.2 0.7
C -0.3 0.1 -0.3
H -0.5 0.3 -0.3
H -0.2 -0.2 -0.4
H 0.1 -0.4 -0.3
H 0.1 0.3 0.0
H 0.1 -0.2 0.0
H -0.1 0.0 -0.4
H 0.3 -0.4 0.3
H -0.3 -0.2 -0.3
H 0.2 -0.1 -0.4
H 0.6 -0.1 0.1
H -0.1 0.3 0.4
H -0.5 0.1 -0.1
C -0.6 -0.3 -0.7
C 0.3 0.4 0.0
O -0.8 0.5 0.6
P 0.4 -0.6 -0.7
S 0.6 0.3 -0.1
S -0.4 -0.1 -0.2
O -0.3 -0.4 0.0
C 0.4 -0.1 0.3
C -0.7 0.5 0.2
H 0.3 0.1 -0.2
H 0.1 0.0 0.3
H 0.3 0.0 0.6
H -0.1 0.0 0.1
H -0.1 -0.5 0.1
H 0.3 0.5 0.3
H 0.1 0.3 -0.2
H 0.3 -0.2 -0.4
H 0.0 -0.2 0.0
H 0.2 -0.1 0.1
C -0.9 0.0 -0.2
O 0.2 0.2 0.2
C 0.1 -0.9 -1.3
C 0.1 1.0 0.9
C 1.2 -0.3 -1.1
C 0.7 0.7 0.2
C -1.3 -0.5 0.3
C -0.8 -0.5 1.6
C 0.6 -1.0 -1.1
N -0.1 0.7 1.5
C -1.0 0.6 2.5
C 0.5 -0.2 -0.8
N 0.6 1.4 -0.4
C 0.4 -0.5 -0.9
C -1.4 -0.9 -1.3
C 1.4 0.9 0.6
C -0.8 -0.8 0.3
N 0.5 1.2 -0.8
C 0.3 -0.6 0.9
C 0.7 -0.3 0.2
N -0.2 0.8 0.2
C -1.2 -0.6 -0.5
C 1.1 1.4 -0.2
C -0.3 -0.6 -0.4
C -0.7 -0.4 -1.3
H -0.1 -0.2 -0.2
H 0.4 -0.4 0.4
H -0.2 0.4 -0.2
H 0.5 -0.1 -0.5
H -0.4 0.1 0.1
H -0.1 0.2 0.3
H 0.3 0.4 -0.1
H 0.0 -0.2 -1.1
H 0.1 0.0 0.6
H 0.0 0.2 -0.3
H 0.4 0.0 0.2
H 0.6 -0.2 0.4
H -0.5 -0.4 1.2
H -0.8 -0.7 -0.2
C 0.5 0.5 0.5
C -1.4 -0.3 2.1
N -0.1 1.5 -0.5
C -0.2 -0.7 0.6
C -0.4 -0.4 -0.6
N -0.1 -1.7 0.3
C 0.3 -0.3 -0.5
C 1.1 0.3 -0.4
H 0.1 0.1 0.0
H 0.0 0.2 -0.2
H 0.2 -0.1 -0.3
H 1.5 0.5 -0.4
H 0.0 0.7 -0.1
H -0.4 0.0 -0.3
H -0.2 0.3 -0.2
H -0.2 0.2 0.1
H 0.3 0.4 -0.2
H -0.3 0.1 0.0
H -0.9 -0.3 0.3
H -0.1 -0.6 -0.4


[3]
Density functional theory data (wB97M-V/def2-TZVPD) for 2 unconnected molecules or ions with the total composition C3H5NO3.

Output
* relative energy (zero: lowest compared OMol25 entry of this formula, charge and spin): 233.9 kJ/mol
* LUMO: 0.79 eV
* SMILES string: [H]/N=C1/CO1.O=CO
* HOMO: -10.5 eV

Last column: natural (NBO) charge in e.
Geometry (Å):
H 1.583 2.048 0.246  0.377
N 1.088 1.166 0.124  -0.747
C -0.142 1.264 0.371  0.571
C -1.447 0.708 0.474  -0.125
O -1.067 2.139 0.749  -0.458
H -1.730 0.144 1.357  0.217
H -2.053 0.571 -0.417  0.215
O -0.435 -1.764 -0.247  -0.637
C 0.668 -2.147 -0.576  0.661
O 1.768 -1.421 -0.632  -0.695
H 0.875 -3.185 -0.874  0.106
H 1.569 -0.479 -0.360  0.515

Force components x, y, z for each atom (eV/Å):
H 0.0 -0.1 0.0
N -0.4 0.1 0.1
C 0.2 -0.1 -0.1
C -0.1 -0.2 0.0
O 0.1 0.2 0.0
H 0.1 0.1 -0.1
H 0.1 0.0 0.1
O 0.5 -0.1 -0.1
C -0.3 -0.1 0.1
O -0.1 0.1 0.1
H 0.0 0.1 0.0
H 0.0 0.0 0.0